No. 1
C15H38ClInN3O6P2S | wB97M-V/def2-TZVPD

The geometry in XYZ format:
```
67
Properties=species:S:1:pos:R:3:forces:R:3:mulliken_charge:R:1
C -3.052281 -2.090043 -3.650092 -0.02 -0.09 0.06 -0.955
P -1.239544 -2.167755 -3.185065 0.03 0.10 0.01 0.208
O -0.605211 -0.948703 -4.172343 -0.10 -0.12 -0.18 -0.513
In -1.366921 -1.009941 -0.922009 -0.11 -0.02 -0.19 0.516
Cl -2.640668 -2.582820 0.470136 0.01 -0.02 0.09 -0.609
C -2.374441 0.918390 -0.741563 0.06 0.11 0.08 -1.542
C -1.539931 2.182205 -1.016874 0.07 -0.05 -0.02 0.939
N -2.385343 3.396072 -1.036478 -0.06 -0.02 -0.04 -0.768
N -0.573966 2.362699 0.046126 -0.14 0.05 0.15 -0.460
N -0.850903 2.166638 -2.314645 -0.01 -0.04 0.00 -0.542
P 0.991235 -1.040944 0.023031 -0.05 -0.14 0.13 0.405
O 1.006106 -0.609160 1.603090 0.18 0.10 0.00 -0.558
O 1.537471 -2.576993 0.259144 -0.02 0.08 -0.01 -0.580
S 2.203650 0.051700 -1.025031 0.10 -0.05 -0.03 -0.416
H -3.701696 -1.749283 -2.843646 -0.01 0.00 0.02 0.251
H -3.177614 -1.410691 -4.496133 0.06 0.02 -0.02 0.293
H -3.401845 -3.072765 -3.967548 -0.01 -0.01 -0.02 0.310
H -1.188994 -0.186950 -4.244363 0.07 0.07 0.16 0.273
H -2.803563 0.998093 0.261566 -0.03 -0.06 0.02 0.366
H -3.219995 0.888527 -1.436646 0.00 0.03 -0.04 0.414
H -3.198556 3.225102 -1.622344 0.01 0.01 0.01 0.279
H -2.736074 3.516354 -0.092305 0.05 0.02 0.00 0.306
H 0.302692 2.743664 -0.293222 0.00 0.01 -0.03 0.263
H -0.377015 1.500075 0.534362 0.03 -0.03 -0.08 0.089
H -1.522192 2.142485 -3.075551 0.01 -0.01 0.01 0.256
H -0.246492 1.352114 -2.389472 0.04 0.04 0.03 0.137
H 0.671486 -1.326728 2.154895 -0.10 -0.03 -0.01 0.315
H 1.717112 -2.988913 -0.593103 0.02 -0.05 -0.07 0.322
C -7.973706 -4.817232 1.178119 0.00 -0.01 -0.01 -0.522
C -6.918047 -3.771715 1.530383 0.03 0.01 0.03 -0.538
C -6.016031 -3.816853 0.304644 -0.03 0.00 -0.05 -0.084
O -6.874149 -4.149218 -0.799216 -0.02 0.00 0.00 -0.398
C -8.139528 -4.582092 -0.318951 -0.01 -0.02 0.01 -0.460
H -8.908369 -4.702060 1.727168 0.00 0.00 0.00 0.336
H -7.586940 -5.821743 1.363997 0.00 0.00 0.00 0.259
H -7.378455 -2.786142 1.629646 0.00 0.00 -0.01 0.289
H -6.376243 -3.989522 2.449714 0.00 0.00 0.00 0.320
H -5.244741 -4.585434 0.404905 0.00 0.00 -0.01 0.190
H -5.515042 -2.874635 0.093717 0.00 -0.01 -0.01 0.079
H -8.890615 -3.804896 -0.508869 0.01 0.00 0.00 0.262
H -8.435054 -5.480774 -0.865083 0.00 0.00 0.00 0.262
C 2.204314 4.594429 2.380707 -0.01 0.00 0.00 -0.628
C 3.209036 3.454315 2.538595 -0.02 -0.01 0.01 -0.578
C 2.811711 2.535639 1.390470 -0.03 0.03 0.02 0.434
O 2.331274 3.400531 0.350588 0.09 0.01 -0.03 -0.450
C 2.116287 4.708518 0.862438 -0.04 0.06 0.04 -0.321
H 2.514201 5.526776 2.854169 0.01 0.00 0.00 0.376
H 1.235900 4.302226 2.792439 0.00 -0.01 -0.02 0.275
H 4.230087 3.818212 2.399226 0.00 0.01 -0.01 0.236
H 3.150986 2.955179 3.505991 0.01 0.00 0.00 0.378
H 2.009012 1.854690 1.686973 0.01 -0.01 -0.01 -0.070
H 3.637537 1.944744 0.999576 0.00 0.01 -0.01 -0.192
H 2.892562 5.383725 0.479287 0.00 -0.02 -0.01 0.309
H 1.145261 5.065936 0.513515 0.00 -0.01 0.01 0.258
C 8.292522 0.042021 0.841364 0.00 0.00 0.00 -0.547
C 7.317358 -0.784944 0.006292 -0.01 -0.01 0.00 -0.588
C 5.975410 -0.196024 0.423302 -0.01 -0.05 -0.01 -0.142
O 6.229931 1.181223 0.727637 -0.01 0.01 0.00 -0.338
C 7.630326 1.414732 0.800735 0.01 -0.01 0.01 -0.509
H 9.308699 0.054619 0.447164 0.00 0.00 0.00 0.332
H 8.325631 -0.333631 1.866592 -0.01 0.00 0.00 0.261
H 7.492011 -0.614330 -1.058264 0.00 0.00 0.00 0.275
H 7.378664 -1.856033 0.195812 0.00 0.00 0.00 0.357
H 5.587221 -0.692476 1.319035 0.00 0.01 0.00 0.223
H 5.211485 -0.257462 -0.350605 -0.03 0.06 0.02 0.108
H 7.953908 1.977884 -0.083050 -0.01 0.00 0.00 0.275
H 7.839080 2.019386 1.685923 0.01 0.00 0.00 0.270
```
Forces are in eV/Å.

## Properties
HOMO-LUMO gap	7.1270	eV
total energy	-80040.58679	eV
M	600.770	g mol⁻¹
LUMO level	2.617	eV
net charge	-1


No. 2
C6H9O2 | wB97M-V/def2-TZVPD

The geometry in XYZ format:
```
17
Properties=species:S:1:pos:R:3:forces:R:3:nbo_charge:R:1
C 3.278513 -0.121733 0.068197 -0.61 0.06 -0.52 1.010
C 0.176925 1.847796 0.450949 3.14 1.92 1.44 -0.480
C 0.022101 0.673532 1.359401 -1.25 -0.78 1.51 -0.473
C 0.671403 0.515254 0.083407 1.42 -0.87 -1.65 -0.375
C 0.113986 -1.658546 -0.980278 -3.32 -0.55 -1.82 -0.619
C -0.150485 -0.140320 -0.993854 1.74 0.19 -1.42 -0.423
O 3.865640 0.703518 0.671293 -0.34 0.26 0.32 -0.618
O 3.218872 -1.092272 -0.604117 0.06 -0.10 0.07 -0.629
H -0.598243 2.334373 -0.131692 -0.28 0.03 0.42 0.180
H 1.059236 2.482384 0.852239 -1.74 -0.20 -1.02 0.184
H 0.525236 0.476800 2.307856 0.35 0.72 -0.09 0.180
H -0.965600 0.286098 1.454727 -1.13 -0.35 -0.04 0.156
H -0.596673 -2.348476 -0.365988 1.38 1.52 -0.53 0.175
H 1.108970 -1.616038 -0.704206 1.94 -1.24 0.70 0.245
H -0.010356 -2.034720 -2.041441 0.36 0.08 1.00 0.170
H -1.185886 0.116928 -1.049538 -1.37 0.29 0.54 0.146
H 0.236947 0.321057 -1.982609 -0.35 -1.00 1.09 0.170
```
Forces are in eV/Å.

## Properties
HOMO-LUMO gap	6.1271	eV
total energy	-10460.80507	eV
M	113.136	g mol⁻¹
ΔE to the lowest compared entry with this formula, charge and spin	310.0	kJ/mol
LUMO level	4.048	eV
net charge	-1


No. 3
C22H23N3O4S2 | wB97M-V/def2-TZVPD

The geometry in XYZ format:
```
54
Properties=species:S:1:pos:R:3:forces:R:3:nbo_charge:R:1
C 3.973313 -0.724884 -3.944283 0.20 -0.07 -0.07 -0.253
H 4.772893 -0.230283 -3.383981 -0.03 -0.03 -0.01 0.178
O 2.701662 -0.324152 -3.493033 -0.29 0.09 0.20 -0.505
C 2.364751 -0.565007 -2.197659 -0.08 -0.02 0.11 0.406
C 3.171128 -1.213108 -1.270583 0.17 0.01 -0.29 -0.350
C 2.703439 -1.389882 0.021697 -0.14 0.04 0.00 -0.158
C 1.455713 -0.942553 0.402384 0.16 0.02 0.10 -0.310
C 0.633623 -0.308063 -0.530270 0.94 -0.33 -0.15 0.242
C 1.098556 -0.115606 -1.822074 -0.10 0.01 -0.02 -0.353
H 0.516303 0.393161 -2.571068 -0.13 0.09 -0.11 0.234
N -0.636816 0.136433 -0.120885 -0.72 -0.46 0.56 -0.708
S -1.593744 -0.999746 0.684127 0.02 -0.14 -0.05 2.320
O -1.001328 -1.311441 1.950268 0.21 -0.27 -0.33 -0.935
O -2.933518 -0.493367 0.685662 -0.07 -0.06 -0.44 -0.937
C -1.477754 -2.415395 -0.401290 -0.04 0.45 0.42 -0.262
C -2.237693 -2.409786 -1.554565 -0.15 0.04 -0.12 -0.220
C -2.100584 -3.450957 -2.457287 -0.02 0.07 0.01 -0.197
C -1.202284 -4.474538 -2.197246 0.01 -0.02 0.00 -0.188
C -0.448297 -4.469201 -1.034333 -0.01 0.02 0.01 -0.211
C -0.584183 -3.431307 -0.126842 0.06 -0.09 0.15 -0.194
H -0.020313 -3.399739 0.790934 0.11 -0.05 0.08 0.241
H 0.245027 -5.271622 -0.833925 0.06 -0.06 0.03 0.221
H -1.093363 -5.283820 -2.903712 0.01 -0.07 -0.06 0.219
H -2.690873 -3.463498 -3.360759 -0.06 0.01 -0.06 0.221
H -2.934064 -1.602710 -1.718864 -0.12 0.07 -0.11 0.237
C -1.331363 1.127773 -0.903810 -0.49 0.39 -0.30 -0.330
H -1.505513 0.817963 -1.941334 0.06 0.10 0.08 0.211
C -0.632371 2.491795 -0.904481 0.24 -0.39 0.23 0.684
O -0.896232 3.340221 -1.728709 -0.32 0.18 -0.35 -0.630
N 0.276745 2.635287 0.071374 0.24 -0.09 0.21 -0.621
H 0.368768 1.890870 0.747249 -0.03 0.04 -0.09 0.412
C 0.899081 3.887721 0.412733 -0.02 0.20 -0.06 -0.233
C 0.477423 4.332065 1.808491 0.14 -0.32 0.15 -0.529
H -0.605903 4.422833 1.877529 0.10 0.15 -0.03 0.263
H 0.966523 5.263925 2.085844 -0.02 0.02 0.02 0.229
S 0.958323 3.100788 3.069722 0.22 0.24 -0.03 0.218
C -0.526161 2.152098 3.228009 0.01 0.12 -0.01 0.060
N -1.558792 2.502151 2.481745 0.06 0.13 -0.04 -0.493
C -2.685711 1.821621 2.616272 -0.30 -0.20 0.23 0.059
C -2.832389 0.765551 3.495857 0.05 0.06 0.15 -0.265
C -1.735565 0.393086 4.262123 -0.09 0.21 -0.01 -0.133
C -0.554923 1.097518 4.135678 -0.08 0.07 -0.08 -0.268
H 0.325504 0.852987 4.708229 0.08 -0.06 0.09 0.223
H -1.801107 -0.437057 4.948685 -0.01 -0.09 0.05 0.219
H -3.768613 0.237522 3.562746 -0.10 -0.08 -0.02 0.225
H -3.499165 2.150783 1.984062 -0.15 -0.08 -0.02 0.197
H 1.988557 3.778036 0.368734 -0.10 0.09 -0.05 0.195
H 0.579046 4.623190 -0.330133 0.10 -0.06 0.06 0.238
H -2.306332 1.263909 -0.428748 0.12 0.15 -0.21 0.271
H 1.105639 -1.072736 1.412039 0.09 0.02 0.09 0.248
H 3.335500 -1.878765 0.747765 0.05 -0.04 0.07 0.215
H 4.153602 -1.570063 -1.533205 0.09 -0.01 -0.07 0.221
H 4.099864 -1.810466 -3.878713 0.00 0.05 0.01 0.175
H 4.023970 -0.419534 -4.988171 0.04 -0.04 0.08 0.203
```
Forces are in eV/Å.

## Properties
HOMO-LUMO gap	8.7649	eV
total energy	-57517.99498	eV
structure (SMILES)	COc1cccc(N(CC(=O)NCCSc2ccccn2)S(=O)(=O)c2ccccc2)c1
M	457.577	g mol⁻¹
ΔE to the lowest compared entry with this formula, charge and spin	124.1	kJ/mol
LUMO level	0.555	eV


No. 4
C4H8F2 | wB97M-V/def2-TZVPD

The geometry in XYZ format:
```
14
Properties=species:S:1:pos:R:3:forces:R:3:nbo_charge:R:1
C -1.676407 -0.218491 0.192277 1.34 -1.32 -0.63 -0.611
C -0.379193 -0.794009 -0.396219 0.90 -1.47 0.23 -0.483
C 0.930523 -0.298752 0.067459 2.00 1.12 1.27 0.705
C 0.990506 1.216977 0.043987 2.42 -0.65 1.71 -0.672
H -1.926850 0.524574 -0.509333 -1.37 0.98 -0.51 0.215
H -1.530810 0.221639 1.164086 0.08 0.03 0.37 0.218
H -2.337613 -1.093533 0.260710 -0.36 0.88 -0.10 0.225
H -0.124740 -0.780991 -1.457386 -1.35 0.56 -0.48 0.235
H -0.366221 -1.845691 -0.217449 0.09 -1.01 0.34 0.223
H 0.652409 1.563711 -0.901441 -0.48 0.53 -0.58 0.221
H 2.059644 1.582695 0.250887 -1.54 -0.64 -0.44 0.234
H 0.405468 1.482403 0.903623 -0.58 0.86 0.08 0.222
F 1.948040 -0.762533 -0.717208 -0.03 -0.46 -0.99 -0.359
F 1.355242 -0.798000 1.316010 -1.12 0.61 -0.28 -0.373
```
Forces are in eV/Å.

## Properties
HOMO-LUMO gap	12.5201	eV
total energy	-9712.50743	eV
structure (SMILES)	CCC(C)(F)F
M	94.104	g mol⁻¹
ΔE to the lowest compared entry with this formula, charge and spin	66.8	kJ/mol
LUMO level	0.992	eV


No. 5
C6H15Al2N2O3 | wB97M-V/def2-TZVPD

The geometry in XYZ format:
```
28
Properties=species:S:1:pos:R:3:forces:R:3:nbo_charge:R:1
Al 1.531534 2.457902 1.507909 -0.78 -0.48 -0.46 1.999
Al -0.204306 0.063092 3.343189 -0.44 -0.08 1.06 1.261
O 0.495804 0.593922 1.413649 5.34 -2.15 6.28 -1.254
H 1.144324 -0.099108 1.181999 0.30 1.84 1.14 0.472
C 1.490544 -4.050368 -0.115861 -0.23 -5.43 0.81 0.411
O 1.282484 -4.618658 0.981569 0.19 1.93 -0.98 0.029
N 1.606554 -2.742658 -0.316951 1.28 4.34 -0.56 0.128
C 1.914894 -2.406678 -1.683341 -2.10 -0.71 0.43 -0.465
C 1.640194 -1.672638 0.744099 1.27 -3.18 -0.58 -0.506
H 1.671994 -4.607278 -1.048131 -0.29 -0.48 0.34 0.269
H 2.972264 -2.142078 -1.676561 1.28 0.44 -0.21 0.408
H 1.352134 -1.532798 -2.011551 0.15 1.01 0.11 0.342
H 1.660044 -3.189328 -2.397911 0.43 -0.43 0.11 0.340
H 2.542724 -1.067738 0.656649 0.39 0.00 -0.87 0.313
H 0.754534 -1.044778 0.646709 -0.69 -2.00 -1.11 0.267
H 1.805974 -2.163838 1.702919 -0.74 -0.22 0.23 0.321
C -0.623746 1.761902 0.197839 -8.41 -0.80 -2.86 0.446
O 0.462644 2.301202 0.114059 4.25 4.25 -1.32 -0.790
N -1.771686 2.271642 -0.236641 0.42 1.41 0.49 -0.093
C -2.970436 1.434012 -0.255361 0.44 -0.02 -1.17 -0.440
C -1.989636 3.703782 -0.567881 -0.02 -0.41 0.18 -0.464
H -0.716906 0.727772 0.564029 -1.42 1.35 -1.54 0.224
H -3.704966 1.737162 0.490739 -0.09 0.24 0.22 0.319
H -2.729346 0.372282 -0.203441 -0.01 0.10 0.16 0.232
H -3.365226 1.677422 -1.241771 -0.66 -0.37 -0.09 0.309
H -1.133386 4.220542 -1.001351 0.22 -0.36 -0.11 0.295
H -2.897866 3.811042 -1.160931 0.05 -0.13 -0.18 0.317
H -2.221126 4.204272 0.372339 -0.11 0.32 0.51 0.310
```
Forces are in eV/Å.

## Properties
HOMO-LUMO gap	2.8155	eV
total energy	-28701.27746	eV
M	217.161	g mol⁻¹
LUMO level	-24.518	eV
net charge	+5


No. 6
C13H16OSe | wB97M-V/def2-TZVPD

The geometry in XYZ format:
```
31
Properties=species:S:1:pos:R:3:forces:R:3:nbo_charge:R:1
C -4.673646 -1.678215 0.609451 1.18 -0.48 -2.52 -0.217
C -5.061211 -0.346393 0.796340 -0.33 -1.84 0.92 -0.203
C -3.492498 -1.984903 -0.167561 -0.62 -1.06 2.94 -0.208
C -4.157556 0.600606 0.359581 -0.36 0.75 -0.03 -0.241
C -2.597374 -1.041378 -0.553800 1.63 -0.11 -0.93 -0.247
C -2.995852 0.238742 -0.288674 1.42 1.56 -0.35 -0.165
C 2.140804 0.005258 -1.376207 -1.76 -0.75 -1.74 -0.420
C 0.861194 0.859456 -1.566703 -0.17 -1.11 2.81 -0.186
C 2.599738 -0.355248 0.082274 -0.87 -0.41 -1.48 -0.247
C 3.030146 0.899123 0.714298 -1.35 2.53 3.29 -0.351
C 3.872563 -1.233111 -0.080406 -0.11 4.22 1.10 -0.577
C 2.151133 1.732081 1.398384 0.35 -1.49 -2.38 0.184
C -0.041554 0.770163 -0.574555 -1.25 -1.07 -0.16 -0.435
O 2.292393 2.998836 1.861280 0.72 -0.09 0.12 -0.672
Se -1.743775 1.630597 -0.736170 -0.18 1.12 -0.04 0.323
H -5.226242 -2.600795 0.763669 -0.47 0.58 0.84 0.219
H -5.953772 -0.163456 1.436249 0.74 0.31 -0.86 0.226
H -3.084013 -2.970582 0.026327 -0.47 -0.53 -0.90 0.207
H -4.343300 1.653956 0.522389 0.01 0.04 0.12 0.224
H -1.541307 -1.247800 -1.002360 -2.27 0.19 0.80 0.235
H 2.878491 0.525201 -1.948072 1.12 0.13 -0.11 0.211
H 1.877469 -0.932057 -2.000842 0.72 1.01 1.02 0.213
H 0.628487 1.525469 -2.399395 0.48 -0.40 -0.02 0.227
H 1.654061 -0.783735 0.540059 1.66 -0.04 -0.05 0.214
H 4.109028 1.032356 0.815406 -0.20 0.46 -0.31 0.204
H 3.701957 -2.064295 -0.587248 -0.77 -3.81 -2.34 0.202
H 4.423348 -1.451896 0.798752 0.07 -0.21 1.22 0.212
H 4.547834 -0.579444 -0.656448 -0.09 -0.42 -0.08 0.198
H 1.076701 1.505676 1.372873 0.63 -0.14 0.41 0.175
H -0.039674 0.078587 0.331380 0.43 1.06 -1.48 0.218
H 3.106433 3.377208 1.509731 0.11 -0.02 0.18 0.479
```
Forces are in eV/Å.

## Properties
HOMO-LUMO gap	8.5098	eV
total energy	-81130.55043	eV
structure (SMILES)	C[C@@H](/C=C/O)C/C=C/[Se]c1ccccc1
M	267.230	g mol⁻¹
ΔE to the lowest compared entry with this formula, charge and spin	217.8	kJ/mol
LUMO level	0.752	eV


Number 1: HOMO energy -0.166 Eh. Number 2: HOMO energy -0.076 Eh. Number 3: HOMO energy -0.302 Eh. Number 4: HOMO energy -0.424 Eh. Number 5: HOMO energy -1.004 Eh. Number 6: HOMO energy -0.285 Eh.